# 1
{
  "formula": "C5H11O3",
  "method": "ωB97M-V/def2-TZVPD",
  "elements": ["H", "O", "O", "C", "C", "H", "C", "H", "H", "H", "H", "H", "O", "H", "C", "H", "C", "H", "H"],
  "coordinates": [[-0.16331, -0.78996, -1.00622], [-2.93877, 0.25106, -2.03297], [2.33642, -1.23337, -0.16769], [-0.10543, 0.62886, 0.55548], [-1.12771, -0.59377, 1.21331], [-3.43716, 1.00844, -1.78623], [0.45141, 0.15061, -0.77044], [-1.05793, -0.20841, 3.22758], [-2.66580, -0.65884, 2.90409], [0.31266, 0.87716, -1.66746], [-0.62507, 1.73668, 0.56459], [0.73132, 0.65965, 1.21699], [2.76596, 0.88071, -0.75777], [-1.80883, -0.79722, 0.31349], [-1.74741, -0.17019, 2.48925], [-0.53056, -1.44660, 1.42562], [1.89715, -0.10163, -0.53058], [-2.10418, 0.82296, 2.32344], [-2.16798, 0.12561, -1.59051]],
  "atomic_forces_ev_per_a": [[1.297, 0.936, -0.083], [-3.462, -0.884, -3.064], [-1.811, 0.605, 0.038], [-2.960, 0.326, 1.466], [0.502, 2.062, -3.168], [0.066, 0.862, 0.712], [-2.133, 0.126, -1.829], [2.258, 0.237, 2.453], [0.710, -0.404, -0.752], [0.256, -1.027, 1.677], [0.970, -2.843, -0.041], [0.404, 0.488, 0.778], [-3.276, -1.570, 0.521], [0.497, -0.021, 1.656], [-3.500, 0.343, -1.309], [0.799, -0.811, -0.542], [6.000, 0.413, -1.198], [-0.067, 1.112, 0.373], [3.451, 0.051, 2.312]],
  "relative_energy_kj_mol": 233.9,
  "fmax_ev_per_a": 6.132,
  "energy_ha": -422.82461,
  "gap_ha": 0.2511,
  "molar_mass_g_mol": 119.14,
  "e_lumo_ev": 3.259,
  "charge": -1
}

# 2
{
  "formula": "C12H28AgF6O8",
  "method": "ωB97M-V/def2-TZVPD",
  "elements": ["C", "H", "C", "O", "O", "H", "H", "F", "O", "H", "H", "H", "C", "H", "O", "C", "H", "H", "O", "H", "C", "C", "C", "H", "H", "Ag", "H", "H", "O", "F", "C", "F", "H", "H", "H", "F", "F", "H", "H", "O", "C", "H", "C", "H", "F", "C", "H", "H", "H", "H", "C", "O", "H", "H", "H"],
  "coordinates": [[-6.50073, 0.91763, 1.09816], [-2.87284, -0.01172, -6.57807], [2.21103, -4.62170, 3.06138], [3.45420, 2.35104, 2.71368], [1.48757, -3.65037, 2.35577], [-3.99327, 2.04088, -5.59328], [4.77495, -5.32322, -0.04684], [2.29518, -6.49434, 4.54833], [-5.30118, 0.24087, 0.89415], [1.88268, -1.22808, -3.00672], [-3.56028, 3.92636, -3.76554], [4.98060, 1.18687, 3.61794], [5.23237, -5.33896, 0.94242], [6.20421, -4.85745, 0.83396], [2.16230, -0.34008, -2.77251], [-2.80129, 0.26945, -5.52739], [5.33820, -6.36924, 1.28215], [-7.26491, 0.55753, 0.40935], [-1.84685, 3.79531, -2.66107], [3.50249, 1.36320, 4.52540], [-1.97464, 4.54378, -5.10603], [4.18591, 1.89215, 3.86114], [-2.50334, 3.69033, -3.88915], [3.62901, -0.96901, -3.93592], [-6.87057, 0.80084, 2.11683], [-0.52842, 1.05754, 0.83643], [-5.53163, -0.68382, 0.77827], [2.76120, -4.15871, 3.88057], [3.26285, -5.13005, 2.19343], [-1.60240, 5.76516, -4.73780], [4.49355, -4.41473, 1.90525], [0.38587, -5.57782, 4.37997], [-3.16056, 4.44564, 4.42586], [-3.89406, 3.58064, 5.79003], [3.02796, 0.49707, -4.56535], [-2.94531, 4.82273, -6.03230], [-0.90981, 4.02955, -5.70695], [5.11063, -4.22828, 2.78420], [3.95506, 3.07138, 2.32399], [-2.50683, 2.32728, -4.16564], [3.22824, -0.00605, -3.61937], [-2.32170, 4.36488, 6.01512], [-2.95216, 3.83271, 5.30280], [4.60212, 2.77964, 4.33784], [1.13361, -6.81322, 2.86734], [-2.94404, 1.79329, -5.43233], [-6.30473, 1.97578, 0.92499], [-1.78252, -0.01583, -5.26504], [-2.42077, 2.20652, -6.29460], [3.89243, 0.62408, -3.02787], [1.47513, -5.84229, 3.74210], [-2.17905, 2.75860, 4.85270], [4.39522, -3.45617, 1.39573], [-3.56083, -0.16670, -4.87857], [-2.02986, 2.18915, 5.61102]],
  "atomic_forces_ev_per_a": [[-0.590, 0.580, 0.091], [-0.579, -0.063, 0.095], [0.006, 3.257, -2.211], [-0.024, -0.384, 0.084], [0.492, -2.269, 1.902], [-0.230, 0.165, 0.142], [-0.200, -0.126, 0.105], [1.203, 0.044, 1.573], [0.783, -0.640, -0.167], [-0.173, 0.075, 0.152], [-0.259, 1.057, 0.519], [0.093, 0.081, -0.269], [0.324, 0.828, 0.002], [0.419, -0.352, -0.187], [-1.199, 0.281, 0.129], [0.439, 1.063, 0.553], [-0.045, 0.185, 0.157], [-0.186, 0.219, -0.077], [-0.838, 1.015, -1.823], [-0.082, 0.261, -0.036], [0.064, 1.744, -0.131], [-0.193, 0.368, -0.223], [0.365, -1.640, 0.252], [1.056, 0.261, 0.094], [-0.062, -0.005, 0.154], [0.153, -0.240, 0.108], [0.299, -0.135, 0.039], [0.005, 0.274, 0.776], [0.245, -0.617, 0.202], [0.201, 0.441, 1.111], [-1.167, -1.416, -0.063], [-1.539, 1.329, 1.322], [-0.027, 0.155, 0.207], [-0.077, -0.323, -0.077], [-0.789, 0.389, 0.104], [0.283, -1.416, 0.528], [-0.267, -0.792, -0.135], [-0.167, -0.173, 0.459], [0.008, -0.065, -0.058], [0.657, -1.443, -0.904], [0.682, -0.691, -0.162], [-0.354, 0.639, 0.084], [0.360, 0.844, 0.135], [0.119, -0.273, 0.458], [-0.356, -0.047, -1.192], [-0.349, 0.076, -0.642], [-0.183, -0.010, -0.044], [-0.111, -0.120, 0.445], [0.357, 0.395, 0.284], [0.376, -0.294, -0.258], [1.370, -0.811, -3.036], [-0.029, -1.131, -0.329], [-0.723, 0.172, 0.083], [0.286, -0.510, -0.236], [0.154, -0.210, -0.086]],
  "relative_energy_kj_mol": 719.4,
  "fmax_ev_per_a": 3.936,
  "energy_ha": -1821.70520,
  "gap_ha": [0.0955, 0.0965],
  "molar_mass_g_mol": 522.20,
  "e_lumo_ev": [-3.505, -3.501],
  "spin_multiplicity": 2
}

# 3
{
  "formula": "C3H8N2O2",
  "method": "ωB97M-V/def2-TZVPD",
  "elements": ["C", "H", "N", "H", "C", "H", "H", "H", "O", "N", "H", "C", "H", "H", "O"],
  "coordinates": [[0.96576, -0.30416, -1.38685], [0.70244, -1.67369, 1.00337], [-2.30981, -0.47461, 0.73124], [2.06844, -0.18993, -1.17976], [0.09432, 0.12220, -0.18086], [-0.43252, -0.82721, 1.72833], [0.50684, 2.17511, -0.53557], [0.54075, 0.30674, -2.29415], [-3.38586, -0.51788, 0.34575], [0.39132, 1.49722, 0.21268], [0.96124, -1.33368, -1.46619], [0.35665, -0.66729, 1.10422], [-0.34121, 1.92445, 0.75604], [1.17715, -0.10490, 1.59838], [-1.29551, 0.06761, -0.43664]],
  "atomic_forces_ev_per_a": [[-0.385, 3.017, -0.033], [0.533, -0.792, -0.834], [0.206, 0.269, -1.225], [-1.157, 0.932, -0.181], [0.015, 0.623, 2.029], [-2.151, 0.490, 1.707], [0.116, -0.558, -0.425], [1.275, -1.497, 1.413], [1.398, 0.350, -0.116], [0.820, 1.116, -0.681], [-0.946, -2.234, -0.809], [3.548, 0.384, -0.759], [-0.317, -0.462, 0.443], [-0.638, -0.595, 0.055], [-2.316, -1.045, -0.585]],
  "relative_energy_kj_mol": 470.7,
  "fmax_ev_per_a": 3.648,
  "smiles": "CC(C)(N)ON=O",
  "energy_ha": -378.96172,
  "gap_ha": 0.3259,
  "molar_mass_g_mol": 104.11,
  "e_lumo_ev": -0.389
}

# 4
{
  "formula": "CH4N3O2",
  "method": "ωB97M-V/def2-TZVPD",
  "elements": ["H", "C", "N", "H", "O", "H", "N", "O", "H", "N"],
  "coordinates": [[0.36884, 0.30096, 1.07903], [-0.16641, -0.01500, 0.15471], [2.92916, -0.05769, 0.05492], [-0.77875, 0.69705, -0.40582], [4.07455, -0.48255, 0.44560], [0.88272, 0.67990, -1.40319], [2.06150, -0.85779, -0.47872], [2.62578, 1.19375, 0.14959], [-0.74113, -0.87646, 0.33845], [0.95157, -0.34849, -1.01789]],
  "atomic_forces_ev_per_a": [[-0.612, 0.310, -0.852], [2.587, 0.064, -1.885], [0.143, 2.025, 0.197], [-0.100, 0.341, 0.856], [-1.801, 0.227, -0.469], [1.928, -2.237, 0.797], [2.744, -1.989, 0.230], [0.696, -0.834, 0.053], [-0.600, -1.299, 0.232], [-4.986, 3.391, 0.842]],
  "relative_energy_kj_mol": 360.3,
  "fmax_ev_per_a": 6.088,
  "smiles": "CNN=[N+]([O-])[O-]",
  "energy_ha": -355.11557,
  "gap_ha": 0.2900,
  "molar_mass_g_mol": 90.06,
  "e_lumo_ev": 4.404,
  "charge": -1
}

# 5
{
  "formula": "C2H9NOS",
  "method": "ωB97M-V/def2-TZVPD",
  "elements": ["S", "H", "C", "C", "H", "H", "H", "H", "H", "N", "H", "O", "H", "H"],
  "coordinates": [[-2.12458, 0.17344, 0.39385], [0.71011, -0.99326, 1.04073], [-0.11145, -1.52334, 1.53067], [-1.41545, -1.46087, 0.66980], [2.01311, 5.20614, -5.07010], [-0.91804, 0.78493, 0.32233], [1.32141, -2.96432, 1.83210], [-0.23230, -0.84292, 2.39385], [-0.96005, -1.53152, -0.33140], [0.32295, -2.82044, 1.83349], [2.22455, 5.88905, -3.81608], [1.49349, 5.52659, -4.31204], [-0.12140, -3.27689, 2.62812], [-2.20234, -2.16658, 0.88468]],
  "atomic_forces_ev_per_a": [[0.405, -0.724, 0.573], [-0.226, -0.176, -0.592], [0.985, 1.283, 1.053], [0.348, 1.514, -0.848], [-0.725, -0.072, -0.029], [-0.198, 0.087, -0.111], [-0.067, -0.045, -0.191], [-0.522, -0.554, 0.225], [-0.331, -0.822, -0.237], [-0.490, -0.478, 0.501], [0.052, 0.457, 0.757], [0.675, -0.397, -0.718], [0.138, 0.175, -0.334], [-0.042, -0.251, -0.048]],
  "relative_energy_kj_mol": 53.6,
  "fmax_ev_per_a": 1.930,
  "energy_ha": -609.41816,
  "gap_ha": [0.3530, 0.1616],
  "molar_mass_g_mol": 95.17,
  "e_lumo_ev": [-3.728, -8.939],
  "spin_multiplicity": 2,
  "charge": 1
}

# 6
{
  "formula": "C4H8O2",
  "method": "ωB97M-V/def2-TZVPD",
  "elements": ["C", "O", "H", "H", "H", "H", "C", "C", "H", "H", "O", "H", "H", "C"],
  "coordinates": [[-0.29052, 0.66776, 1.10041], [1.72233, 0.79465, -0.42085], [-1.11971, 0.86077, -1.07102], [0.25864, -1.37465, -0.77059], [0.66436, -2.09579, 0.81296], [-1.34789, 0.12600, -2.38747], [1.05999, 0.14832, 0.62232], [-0.90596, -0.50345, 0.89674], [1.10209, 0.85376, -1.16811], [1.78210, 0.04253, 1.43940], [-0.81946, 0.83036, -1.99176], [-0.60654, 1.62919, 1.49856], [-1.91037, -0.86402, 1.10530], [0.30856, -1.19104, 0.30770]],
  "atomic_forces_ev_per_a": [[-0.100, -0.015, 0.025], [-0.137, 0.077, -0.283], [0.006, -0.002, -0.068], [-0.017, -0.017, 0.165], [-0.038, 0.138, -0.052], [0.144, 0.123, -0.036], [0.034, -0.108, 0.318], [-0.056, 0.082, 0.074], [0.166, 0.020, 0.096], [-0.094, 0.005, -0.130], [-0.154, -0.055, -0.030], [0.037, -0.159, -0.034], [0.151, 0.073, 0.021], [0.057, -0.162, -0.065]],
  "relative_energy_kj_mol": 220.1,
  "fmax_ev_per_a": 0.337,
  "smiles": "O[C@H]1C=CC1.O",
  "energy_ha": -307.62858,
  "gap_ha": 0.3917,
  "molar_mass_g_mol": 88.11,
  "e_lumo_ev": 0.803
}

# 7
{
  "formula": "C22H15Br2FN3OV",
  "method": "ωB97M-V/def2-TZVPD",
  "elements": ["C", "H", "N", "C", "C", "C", "C", "C", "O", "C", "C", "H", "H", "C", "N", "H", "H", "Br", "C", "C", "C", "H", "H", "C", "H", "H", "C", "H", "C", "C", "C", "N", "H", "H", "V", "C", "H", "C", "C", "H", "Br", "H", "F", "C", "C"],
  "coordinates": [[-3.52232, 2.61054, -1.85276], [1.67919, 1.81934, 2.91551], [0.58471, -1.83529, -0.09052], [3.85870, -0.74334, -0.54185], [-2.01260, -3.76926, 2.55278], [-1.47822, 3.53399, 1.15702], [1.40340, 1.24760, 2.03222], [-2.50330, -3.14386, 1.41711], [-1.05922, -0.09236, -1.91818], [-0.64851, -3.76175, 2.82828], [-1.28156, 1.71981, -0.39922], [4.45290, 1.27094, -3.19516], [2.25746, 1.21811, 1.35334], [1.85016, -0.43303, -1.90003], [-0.21462, 1.20863, 0.25957], [5.60421, 0.27151, -1.26937], [1.30023, -3.12780, 2.17347], [-3.43960, 0.50973, -3.76256], [-0.26913, -2.51106, 0.84026], [0.23889, -3.13253, 1.97443], [2.51259, -0.96032, -0.78516], [-2.69355, -4.26663, 3.22999], [-1.96747, 4.43133, 1.50960], [2.55069, 0.37165, -2.77232], [4.33363, -1.18767, 0.32233], [-3.56272, -3.14538, 1.20233], [-1.96991, 2.87955, 0.00338], [-4.38140, 2.94057, -2.41771], [-1.74491, 1.03489, -1.55192], [-0.39824, 3.02151, 1.80787], [-2.83436, 1.44523, -2.25902], [1.79268, -1.70788, 0.17895], [-0.27369, -4.25534, 3.71451], [-0.00619, 3.50550, 2.69160], [0.07692, -1.34809, -1.98932], [4.55400, 0.07071, -1.42947], [-2.01681, -1.99160, -0.31873], [-3.09544, 3.30425, -0.75743], [-1.62581, -2.50583, 0.55269], [1.18620, 0.22206, 2.33642], [-4.03861, 4.85265, -0.25698], [2.07968, 0.80083, -3.64748], [0.60272, -2.83916, -2.74695], [0.21732, 1.83725, 1.32778], [3.90191, 0.63000, -2.51931]],
  "atomic_forces_ev_per_a": [[0.078, -0.087, -0.014], [-0.013, 0.013, -0.010], [-0.014, -0.299, 0.213], [0.065, 0.228, -0.147], [-0.012, -0.008, 0.012], [-0.049, 0.007, -0.041], [0.000, -0.009, -0.004], [0.053, 0.036, -0.041], [-0.586, 0.487, -0.072], [0.040, 0.002, 0.006], [-0.013, 0.002, 0.056], [-0.009, -0.005, -0.006], [0.001, -0.002, 0.008], [-0.240, -0.194, 0.024], [-0.072, 0.006, -0.093], [-0.001, 0.001, -0.002], [0.011, 0.010, -0.020], [0.052, -0.086, -0.028], [0.190, 0.216, -0.286], [-0.087, -0.062, 0.053], [-0.063, -0.322, 0.483], [0.001, -0.003, -0.004], [0.009, 0.000, 0.005], [0.059, -0.022, -0.003], [-0.015, 0.002, 0.009], [-0.003, -0.007, 0.015], [-0.021, 0.094, 0.046], [-0.005, 0.012, 0.004], [0.355, -0.760, -0.252], [0.024, -0.060, -0.037], [-0.195, 0.408, 0.125], [0.066, 0.362, -0.216], [-0.010, -0.001, -0.001], [0.009, -0.012, -0.002], [1.118, -0.477, -0.056], [-0.033, -0.061, 0.049], [0.042, 0.014, -0.019], [0.061, -0.077, -0.009], [-0.131, -0.070, 0.104], [0.000, -0.002, -0.009], [-0.029, 0.045, 0.016], [-0.013, -0.001, -0.002], [-0.634, 0.599, 0.083], [0.024, 0.056, 0.105], [-0.007, 0.027, -0.041]],
  "relative_energy_kj_mol": 18.8,
  "fmax_ev_per_a": 1.217,
  "energy_ha": -7278.56025,
  "gap_ha": [0.2364, 0.2414],
  "molar_mass_g_mol": 567.13,
  "e_lumo_ev": [-5.089, -4.960],
  "spin_multiplicity": 2,
  "charge": 1
}